Entry 1:
ORCA calculation (ωB97M-V/def2-TZVPD) on a structure of composition C3H7N5 in a non-equilibrium geometry.

lowest unoccupied orbital energy: 0.8 eV
total energy: -392.142055 hartree
energy relative to the best compared isomer or geometry (same formula, charge and spin): 98.5 kcal per mole

Positions of all 15 atoms, in Å:
C  -1.409  -0.059  0.184
C  -0.587  -1.130  0.099
C  0.512  0.767  -0.049
H  -3.343  -0.315  -1.016
H  -3.107  1.051  0.274
H  -0.841  -2.226  -0.221
H  2.151  -1.540  1.278
H  2.538  -1.579  -0.532
H  2.420  1.673  -0.498
H  1.228  2.589  0.183
N  -2.793  0.025  0.170
N  0.691  -0.631  -0.277
N  1.631  -1.415  0.195
N  1.585  1.662  0.132
N  -0.677  1.126  0.077



Entry 2:
ORCA calculation (ωB97M-V/def2-TZVPD) on a structure of composition C39H46GeO5SSb3Tc.

lowest unoccupied orbital energy (alpha / beta): -3.3 / -4.1 eV
total energy: -5166.247358 hartree
charge: +1
multiplicity: 4
energy relative to the best compared isomer or geometry (same formula, charge and spin): 8.9 kcal per mole

Positions of all 96 atoms, in Å:
Tc  -0.195  0.325  -0.096
O  0.249  6.324  -1.449
C  0.174  5.171  -1.187
C  0.756  3.987  -2.004
O  1.507  4.047  -2.934
C  0.223  2.792  -1.325
C  -0.502  3.110  -0.227
O  -1.015  2.132  0.525
C  -0.542  4.547  0.036
O  -0.964  5.119  1.006
O  0.403  1.512  -1.628
C  2.339  3.081  2.389
Sb  1.460  1.177  2.100
C  0.311  1.100  3.880
C  3.011  -0.139  2.817
C  4.323  0.032  2.089
C  5.257  0.947  2.585
C  6.454  1.197  1.932
C  6.748  0.512  0.760
C  5.840  -0.410  0.271
C  4.621  -0.659  0.910
C  3.679  -1.652  0.280
Sb  2.219  -0.676  -0.995
C  3.302  1.116  -1.338
C  2.553  -1.487  -2.919
H  2.619  3.149  3.442
H  1.606  3.852  2.148
H  3.221  3.189  1.760
H  0.942  1.444  4.700
H  -0.003  0.075  4.052
H  -0.568  1.735  3.786
H  2.599  -1.147  2.736
H  3.121  0.100  3.878
H  5.036  1.465  3.515
H  7.159  1.912  2.342
H  7.679  0.693  0.234
H  6.078  -0.965  -0.632
H  3.133  -2.269  0.990
H  4.229  -2.311  -0.394
H  4.348  0.866  -1.511
H  3.238  1.780  -0.476
H  2.879  1.613  -2.211
H  3.477  -1.037  -3.279
H  1.725  -1.203  -3.564
H  2.639  -2.568  -2.882
C  -2.017  -3.601  0.258
Ge  -1.619  -2.744  -1.440
C  -3.155  -3.026  -2.608
C  -0.082  -3.703  -2.165
C  -1.289  -0.795  -1.522
H  -2.172  -4.662  0.032
H  -2.926  -3.209  0.725
H  -1.194  -3.513  0.971
H  -3.430  -4.084  -2.621
H  -2.927  -2.712  -3.631
H  -4.017  -2.450  -2.256
H  -0.310  -4.771  -2.228
H  0.787  -3.593  -1.515
H  0.171  -3.345  -3.166
H  -2.278  -0.330  -1.561
H  -0.836  -0.624  -2.506
S  -1.506  -0.627  1.599
Sb  -3.706  0.103  1.192
C  -4.711  -1.646  1.740
C  -5.549  -2.375  0.900
C  -6.143  -3.539  1.373
C  -5.909  -3.959  2.675
C  -5.072  -3.226  3.511
C  -4.462  -2.072  3.045
C  -4.319  0.895  -0.643
C  -5.412  0.344  -1.306
C  -5.867  0.951  -2.468
C  -5.233  2.084  -2.959
C  -4.146  2.629  -2.284
C  -3.686  2.042  -1.113
C  -4.170  1.517  2.660
C  -5.255  1.289  3.504
C  -5.597  2.262  4.437
C  -4.864  3.440  4.517
C  -3.784  3.658  3.668
C  -3.430  2.698  2.731
H  -5.735  -2.068  -0.118
H  -6.787  -4.118  0.720
H  -6.376  -4.866  3.041
H  -4.893  -3.555  4.528
H  -3.794  -1.518  3.692
H  -5.918  -0.535  -0.937
H  -6.723  0.537  -2.987
H  -5.593  2.549  -3.868
H  -3.656  3.516  -2.664
H  -2.859  2.480  -0.575
H  -5.832  0.372  3.443
H  -6.441  2.099  5.097
H  -5.139  4.195  5.245
H  -3.215  4.579  3.727
H  -2.587  2.875  2.074